Entry 1:
This record from OMol25 describes a structure of composition C51H30N13Ta at a distorted geometry. The level of theory is ωB97M-V/def2-TZVPD.

The geometry in XYZ format:
```
95
C51H30N13Ta (ωB97M-V/def2-TZVPD)
Ta 0.619 0.209 -0.311
C 5.982 -1.257 2.815
C 6.957 -1.105 1.828
C 6.618 -1.010 0.482
C 5.283 -1.119 0.143
C 4.515 -0.869 -1.093
N 3.247 -1.516 -0.854
C 2.992 -1.264 0.458
N 1.833 -0.804 0.809
C 2.270 -1.783 -1.800
C 2.407 -2.484 -2.994
C 3.519 -3.035 -3.683
C 3.294 -3.637 -4.884
C 1.981 -3.718 -5.443
C 0.897 -3.200 -4.798
C 1.096 -2.577 -3.541
C 0.238 -1.862 -2.694
N -1.000 -1.373 -3.076
C -1.269 -0.165 -2.771
N -0.437 0.672 -1.987
C -0.462 1.938 -2.585
N 0.551 2.705 -2.716
C 1.852 2.310 -2.486
N 2.318 1.172 -1.868
C 3.672 1.088 -2.173
N 4.647 0.224 -1.727
C 4.058 2.226 -2.927
C 5.297 2.631 -3.459
C 5.340 3.806 -4.165
C 4.171 4.586 -4.374
C 2.959 4.195 -3.869
C 2.910 3.003 -3.121
C -1.713 2.024 -3.369
C -2.284 3.075 -4.065
C -3.390 2.803 -4.861
C -3.877 1.501 -4.992
C -3.274 0.442 -4.323
C -2.207 0.726 -3.492
N 0.964 -1.419 -1.616
C 4.306 -1.266 1.134
C 4.636 -1.318 2.477
H 6.278 -1.321 3.854
H 7.999 -1.050 2.118
H 7.372 -0.851 -0.278
H 4.517 -2.972 -3.268
H 4.126 -4.062 -5.433
H 1.852 -4.197 -6.405
H -0.096 -3.255 -5.226
H 6.184 2.028 -3.307
H 6.281 4.146 -4.581
H 4.244 5.501 -4.949
H 2.062 4.781 -4.033
H -1.868 4.072 -3.996
H -3.867 3.606 -5.407
H -4.728 1.314 -5.635
H -3.623 -0.576 -4.442
H 3.865 -1.410 3.233
C -5.088 0.934 -1.202
C -5.508 -0.296 -0.721
C -5.015 -0.751 0.487
C -4.092 0.039 1.162
N -3.661 1.211 0.707
C -4.162 1.642 -0.453
N -3.692 -0.342 2.459
C -2.525 -0.218 2.910
N -1.301 0.052 2.216
C -0.341 0.422 3.130
N 0.839 0.927 3.036
C 1.429 1.705 2.086
C 2.675 2.262 2.406
C 3.181 3.286 1.647
C 2.430 3.804 0.584
C 1.275 3.166 0.249
N 0.813 2.061 0.917
C -0.902 0.182 4.486
C -0.317 0.358 5.724
C -1.093 0.068 6.840
C -2.417 -0.354 6.704
C -3.001 -0.493 5.451
C -2.207 -0.233 4.353
H -5.456 1.336 -2.136
H -6.228 -0.889 -1.273
H -5.340 -1.685 0.925
H -3.804 2.608 -0.795
H 3.175 1.890 3.288
H 4.140 3.723 1.897
H 2.767 4.650 0.002
H 0.679 3.486 -0.592
H 0.706 0.704 5.806
H -0.669 0.175 7.831
H -2.999 -0.570 7.591
H -4.033 -0.798 5.331
C -1.044 -0.620 0.921
H -1.974 -0.648 0.357
H -0.763 -1.654 1.138
```

HOMO energy	-6.12	eV
2S+1	1
strongest force on any atom	1.264	eV Å⁻¹
Kohn-Sham gap	4.79	eV
energy relative to the best compared isomer or geometry (same formula, charge and spin)	4.047	eV
DFT total energy	-2730.362729	a.u.

---

Entry 2:
This record from OMol25 describes a structure of composition C51H36CoIN4P at a distorted geometry. The level of theory is ωB97M-V/def2-TZVPD.

The geometry in XYZ format:
```
94
C51H36CoIN4P (ωB97M-V/def2-TZVPD)
Co -1.095 -0.522 -1.432
C -0.800 -0.793 -5.670
C -0.460 -0.737 -4.307
N -1.353 -0.559 -3.362
C -2.678 -0.455 -3.704
C -3.108 -0.530 -5.043
C -2.109 -0.687 -6.033
C -4.491 -0.468 -5.329
C -5.372 -0.367 -4.284
C -4.964 -0.280 -2.943
C -3.607 -0.281 -2.604
N -3.000 -0.222 -1.407
C -3.491 0.224 -0.181
C -4.732 0.796 0.059
C -5.097 1.212 1.338
C -4.215 1.046 2.380
C -2.937 0.512 2.169
C -2.058 0.373 3.374
C -0.152 -0.480 2.791
C -0.188 -0.711 1.292
N -1.280 -0.340 0.482
C -2.538 0.124 0.886
H -0.019 -0.933 -6.405
H 0.565 -0.879 -3.982
H -2.401 -0.732 -7.076
H -4.833 -0.525 -6.354
H -6.436 -0.356 -4.495
H -5.715 -0.259 -2.171
H -5.420 0.948 -0.757
H -6.070 1.655 1.508
H -4.494 1.345 3.385
H -2.587 0.716 4.263
H 0.803 -0.832 3.193
H 0.101 -1.767 1.122
I -1.004 2.309 -1.591
C 0.314 3.630 -0.683
C 0.193 4.922 -1.109
C 0.929 5.971 -0.527
C 1.743 5.689 0.519
C 1.877 4.363 1.001
C 2.683 4.189 2.155
C 2.817 2.976 2.728
C 2.213 1.872 2.089
C 1.475 1.948 0.937
P 1.221 0.175 0.480
C 2.887 -0.602 0.578
C 3.533 -0.944 1.891
C 4.721 -1.535 2.032
C 5.630 -2.000 0.975
C 5.396 -1.978 -0.338
C 4.184 -1.397 -0.999
C -0.623 0.878 3.279
C 0.014 1.426 4.495
C 0.106 0.714 5.622
C -0.437 -0.645 5.829
C -1.096 -1.404 4.947
C -1.402 -1.050 3.518
C 1.203 3.265 0.381
H -0.504 5.146 -1.906
H 0.815 6.984 -0.890
H 2.297 6.472 1.022
H 3.170 5.061 2.576
H 3.397 2.827 3.628
H 2.367 0.916 2.564
H 2.967 -0.792 2.803
H 5.038 -1.753 3.046
H 6.561 -2.437 1.316
H 6.155 -2.392 -0.994
H 4.236 -1.491 -2.081
H 0.408 2.438 4.476
H 0.585 1.171 6.481
H -0.306 -1.046 6.828
H -1.460 -2.366 5.293
H -1.925 -1.847 2.988
C 3.162 0.781 -1.604
C 3.850 0.045 -0.491
C 2.831 -1.855 -0.365
C 1.566 -1.724 -1.147
N 1.050 -0.334 -1.173
C 1.910 0.547 -1.969
C 0.657 -2.794 -1.329
C 1.125 -4.138 -1.323
C 0.217 -5.164 -1.417
C -1.154 -4.873 -1.506
C -1.600 -3.559 -1.514
C -0.727 -2.468 -1.439
H 3.764 1.457 -2.201
H 4.682 0.608 -0.073
H 2.875 -2.814 0.147
H 1.436 1.006 -2.825
H 2.184 -4.364 -1.262
H 0.558 -6.192 -1.422
H -1.864 -5.691 -1.570
H -2.669 -3.368 -1.582
```

HOMO energy (alpha / beta)	-5.41 / -5.56	eV
2S+1	4
strongest force on any atom	1.033	eV Å⁻¹
Kohn-Sham gap (alpha / beta)	4.93 / 5.00	eV
energy relative to the best compared isomer or geometry (same formula, charge and spin)	8.553	eV
DFT total energy	-4205.621096	a.u.